1.
{
  "formula": "C16H36N4O7S",
  "method": "ωB97M-V/def2-TZVPD",
  "smiles": "NC[C@H](O)C[C@@H]1CCS(=O)(=O)OC1.CNC(C)=O.CNC(C)=O.CNC(C)=O",
  "e_homo_ha": -0.34258,
  "orbital_gap_ev": 9.8,
  "species": ["N", "C", "C", "O", "C", "C", "C", "C", "S", "O", "O", "O", "C", "H", "H", "H", "H", "H", "H", "H", "H", "H", "H", "H", "H", "H", "H", "H", "C", "N", "C", "C", "O", "H", "H", "H", "H", "H", "H", "H", "C", "N", "C", "C", "O", "H", "H", "H", "H", "H", "H", "H", "C", "N", "C", "C", "O", "H", "H", "H", "H", "H", "H", "H"],
  "positions_angstrom": [[-2.68, 0.33, -1.12], [-3.69, -0.60, -0.62], [-3.08, -1.59, 0.39], [-2.27, -0.90, 1.34], [-2.36, -2.81, -0.20], [-1.13, -2.63, -1.09], [0.00, -1.75, -0.55], [1.27, -1.91, -1.40], [1.12, -2.31, -3.15], [1.92, -3.47, -3.42], [1.34, -1.10, -3.89], [-0.38, -2.78, -3.39], [-1.38, -2.18, -2.53], [-2.95, 0.71, -2.01], [-2.58, 1.12, -0.50], [-4.55, -0.10, -0.17], [-4.08, -1.18, -1.47], [-3.92, -1.98, 0.97], [-1.72, -0.27, 0.85], [-2.04, -3.43, 0.64], [-3.11, -3.39, -0.75], [-0.70, -3.63, -1.19], [-0.30, -0.70, -0.56], [0.23, -2.01, 0.48], [1.83, -0.97, -1.43], [1.93, -2.68, -1.01], [-1.30, -1.10, -2.64], [-2.34, -2.50, -2.93], [1.56, 3.53, -3.07], [0.98, 2.75, -2.00], [-0.15, 3.02, -1.27], [-0.88, 4.29, -1.60], [-0.50, 2.25, -0.39], [1.58, 2.96, -4.00], [2.58, 3.83, -2.83], [0.97, 4.43, -3.24], [1.42, 1.88, -1.75], [-1.73, 4.38, -0.92], [-0.23, 5.15, -1.44], [-1.24, 4.29, -2.63], [0.88, -4.76, 4.69], [0.06, -4.53, 3.52], [-0.44, -5.46, 2.65], [-0.11, -6.91, 2.91], [-1.12, -5.11, 1.70], [0.38, -4.40, 5.59], [1.84, -4.23, 4.59], [1.09, -5.81, 4.81], [-0.21, -3.59, 3.30], [-0.59, -7.50, 2.13], [0.96, -7.08, 2.89], [-0.49, -7.23, 3.88], [3.19, 4.42, 1.33], [2.14, 5.06, 0.56], [1.74, 6.36, 0.60], [2.47, 7.28, 1.54], [0.83, 6.75, -0.11], [3.95, 4.00, 0.68], [2.78, 3.62, 1.95], [3.67, 5.14, 1.98], [1.62, 4.48, -0.07], [2.03, 8.27, 1.45], [2.37, 6.94, 2.58], [3.53, 7.34, 1.30]]
}



2.
{
  "formula": "C16H36O17P4",
  "method": "ωB97M-V/def2-TZVPD",
  "smiles": "CCOCC1=C([PH2]=O)C(=O)OC1=O.COP(=O)(OC)OC.COP(=O)(OC)OC.COP(=O)(OC)OC",
  "e_homo_ha": -0.37819,
  "orbital_gap_ev": 9.0,
  "species": ["C", "C", "O", "C", "C", "C", "P", "O", "C", "O", "O", "C", "O", "H", "H", "H", "H", "H", "H", "H", "H", "H", "C", "O", "P", "O", "O", "C", "O", "C", "H", "H", "H", "H", "H", "H", "H", "H", "H", "C", "O", "P", "O", "O", "C", "O", "C", "H", "H", "H", "H", "H", "H", "H", "H", "H", "C", "O", "P", "O", "O", "C", "O", "C", "H", "H", "H", "H", "H", "H", "H", "H", "H"],
  "positions_angstrom": [[2.07, -0.62, 2.09], [2.88, 0.34, 2.96], [2.15, 1.50, 3.35], [2.68, 2.69, 2.81], [2.36, 2.81, 1.35], [3.16, 3.24, 0.39], [4.86, 3.82, 0.52], [5.71, 3.05, 1.44], [2.33, 3.15, -0.88], [2.70, 2.90, -1.99], [1.02, 3.28, -0.45], [1.02, 2.48, 0.71], [0.17, 1.71, 1.02], [2.36, -0.53, 1.05], [2.25, -1.63, 2.41], [1.01, -0.43, 2.22], [3.82, 0.58, 2.47], [3.15, -0.20, 3.86], [2.21, 3.50, 3.34], [3.75, 2.70, 2.95], [5.32, 3.89, -0.81], [4.72, 5.16, 0.93], [-0.38, -4.91, 6.97], [-0.80, -3.58, 6.65], [0.30, -2.60, 6.07], [1.11, -3.13, 4.98], [1.19, -2.16, 7.32], [0.59, -2.04, 8.62], [-0.59, -1.34, 5.73], [0.08, -0.23, 5.12], [-0.94, -5.24, 7.84], [-0.60, -5.57, 6.13], [0.68, -4.96, 7.20], [0.77, -2.95, 9.18], [-0.48, -1.84, 8.56], [1.08, -1.21, 9.14], [1.08, -0.50, 4.79], [0.14, 0.59, 5.83], [-0.50, 0.09, 4.25], [-5.71, 2.21, -1.27], [-4.88, 2.89, -2.22], [-3.91, 1.99, -3.10], [-4.53, 0.83, -3.74], [-2.71, 1.60, -2.14], [-2.27, 2.50, -1.11], [-3.31, 3.08, -4.08], [-2.39, 2.62, -5.09], [-5.81, 2.85, -0.40], [-6.69, 2.03, -1.71], [-5.27, 1.26, -0.96], [-2.74, 2.22, -0.17], [-2.52, 3.53, -1.35], [-1.20, 2.40, -1.02], [-2.38, 1.53, -5.18], [-1.39, 2.97, -4.84], [-2.69, 3.05, -6.04], [1.27, -2.38, -8.02], [0.03, -2.75, -7.41], [-0.50, -1.84, -6.23], [-0.50, -0.40, -6.48], [0.39, -2.23, -4.96], [0.88, -3.57, -4.80], [-1.90, -2.50, -5.96], [-2.72, -1.89, -4.95], [1.79, -3.29, -8.31], [1.07, -1.78, -8.91], [1.90, -1.81, -7.34], [1.90, -3.63, -5.18], [0.25, -4.29, -5.32], [0.88, -3.80, -3.74], [-2.33, -0.92, -4.65], [-2.78, -2.54, -4.08], [-3.72, -1.74, -5.35]]
}



3.
{
  "formula": "C16H37ClFIN2O2P",
  "method": "ωB97M-V/def2-TZVPD",
  "total_charge": 1,
  "e_homo_ha": -0.44624,
  "orbital_gap_ev": 8.5,
  "species": ["N", "C", "F", "N", "C", "P", "O", "Cl", "C", "O", "C", "I", "H", "H", "H", "H", "H", "H", "H", "H", "H", "C", "C", "C", "C", "C", "C", "H", "H", "H", "H", "H", "H", "H", "H", "H", "H", "H", "H", "H", "H", "C", "C", "C", "C", "C", "C", "H", "H", "H", "H", "H", "H", "H", "H", "H", "H", "H", "H", "H", "H"],
  "positions_angstrom": [[2.04, 7.71, -3.90], [1.93, 6.40, -3.37], [0.71, 5.95, -3.75], [1.87, 6.35, -1.87], [1.61, 4.97, -1.31], [-0.19, 4.58, -0.91], [-0.89, 6.05, -0.99], [-0.94, 3.67, -2.59], [2.32, 3.92, -2.17], [3.40, 4.51, -2.87], [2.99, 5.41, -3.86], [4.75, 6.30, -4.65], [2.90, 8.16, -3.61], [1.30, 8.28, -3.51], [1.17, 7.03, -1.54], [2.77, 6.66, -1.50], [2.10, 4.96, -0.35], [-0.97, 6.34, -1.92], [1.64, 3.37, -2.81], [2.75, 3.22, -1.48], [2.52, 4.85, -4.66], [-3.99, -1.77, -0.84], [-2.70, -1.99, -0.05], [-2.45, -0.93, 1.02], [-2.27, 0.49, 0.48], [-1.14, 0.65, -0.53], [0.24, 0.32, 0.05], [-3.97, -0.84, -1.40], [-4.14, -2.58, -1.55], [-4.86, -1.75, -0.17], [-1.86, -2.06, -0.74], [-2.76, -2.97, 0.45], [-1.57, -1.21, 1.60], [-3.29, -0.93, 1.72], [-2.09, 1.16, 1.33], [-3.20, 0.84, 0.02], [-1.12, 1.68, -0.88], [-1.32, 0.03, -1.41], [0.46, 0.95, 0.91], [1.02, 0.48, -0.70], [0.31, -0.72, 0.36], [0.57, -4.16, 0.60], [0.10, -3.94, 2.04], [1.01, -4.57, 3.09], [1.13, -6.09, 3.01], [-0.19, -6.85, 3.11], [-0.91, -6.64, 4.44], [0.59, -5.22, 0.34], [-0.09, -3.66, -0.10], [1.58, -3.76, 0.46], [-0.92, -4.32, 2.15], [0.05, -2.86, 2.22], [0.66, -4.28, 4.08], [2.01, -4.13, 2.99], [1.80, -6.43, 3.81], [1.63, -6.37, 2.07], [0.02, -7.92, 2.99], [-0.85, -6.57, 2.29], [-0.27, -6.94, 5.28], [-1.82, -7.23, 4.48], [-1.18, -5.59, 4.59]]
}



4.
{
  "formula": "C16H37N2O7PPdS",
  "method": "ωB97M-V/def2-TZVPD",
  "total_charge": 2,
  "e_homo_ha": [-0.53132, -0.55838],
  "orbital_gap_ev": [10.0, 7.4],
  "spin_multiplicity": 3,
  "species": ["Pd", "C", "N", "C", "C", "O", "C", "O", "C", "C", "O", "N", "C", "C", "H", "H", "H", "H", "H", "H", "H", "H", "H", "H", "H", "H", "H", "H", "H", "H", "C", "C", "O", "P", "O", "C", "C", "O", "C", "C", "H", "H", "H", "H", "H", "H", "H", "H", "H", "H", "H", "H", "H", "H", "H", "C", "S", "C", "O", "H", "H", "H", "H", "H", "H"],
  "positions_angstrom": [[-0.30, -0.18, -0.42], [3.18, -0.83, 2.85], [3.39, -0.08, 1.62], [4.71, 0.54, 1.45], [2.45, -0.04, 0.69], [1.38, -0.68, 0.83], [2.77, 0.72, -0.59], [1.62, 1.06, -1.36], [1.28, 2.44, -1.37], [0.36, 2.79, -0.20], [0.01, 1.89, 0.59], [-0.03, 4.05, -0.08], [-1.01, 4.43, 0.93], [0.43, 5.09, -1.00], [3.71, -1.78, 2.80], [2.12, -1.03, 2.99], [3.55, -0.25, 3.70], [5.36, 0.15, 2.22], [4.66, 1.63, 1.57], [5.14, 0.30, 0.48], [3.37, 0.05, -1.22], [3.36, 1.60, -0.37], [0.75, 2.61, -2.30], [2.18, 3.06, -1.36], [-1.36, 3.54, 1.45], [-1.85, 4.92, 0.44], [-0.56, 5.12, 1.65], [0.09, 4.92, -2.02], [1.52, 5.18, -1.00], [0.02, 6.04, -0.66], [-5.67, -1.35, -1.41], [-4.17, -1.44, -1.28], [-3.78, -0.81, -0.04], [-2.51, 0.13, 0.17], [-2.74, 1.42, -0.73], [-4.00, 2.17, -0.68], [-4.44, 2.49, -2.09], [-2.78, 0.66, 1.63], [-2.67, -0.20, 2.81], [-4.01, -0.81, 3.19], [-5.99, -1.85, -2.33], [-6.00, -0.31, -1.45], [-6.15, -1.83, -0.56], [-3.67, -0.94, -2.12], [-3.85, -2.48, -1.25], [-3.80, 3.07, -0.10], [-4.75, 1.58, -0.15], [-3.66, 3.04, -2.62], [-5.34, 3.10, -2.05], [-4.66, 1.58, -2.65], [-2.31, 0.46, 3.60], [-1.91, -0.97, 2.63], [-4.77, -0.03, 3.24], [-3.93, -1.27, 4.17], [-4.32, -1.56, 2.46], [-0.50, -3.37, -4.05], [-1.12, -3.00, -2.40], [-0.42, -4.41, -1.53], [-0.29, -1.80, -1.96], [0.55, -3.64, -4.00], [-0.64, -2.47, -4.65], [-1.10, -4.18, -4.46], [-1.09, -5.27, -1.67], [-0.38, -4.16, -0.47], [0.58, -4.64, -1.90]]
}



5.
{
  "formula": "C16H37N5PtSbSe",
  "method": "ωB97M-V/def2-TZVPD",
  "total_charge": 1,
  "e_homo_ha": -0.36966,
  "orbital_gap_ev": 7.4,
  "species": ["Pt", "N", "C", "C", "C", "C", "N", "H", "H", "H", "H", "H", "H", "H", "H", "H", "H", "H", "H", "C", "Sb", "C", "C", "H", "H", "H", "H", "H", "H", "H", "H", "H", "Se", "C", "C", "C", "N", "C", "C", "H", "H", "H", "H", "C", "C", "C", "C", "N", "N", "H", "H", "H", "H", "H", "H", "H", "H", "H", "H", "H", "H"],
  "positions_angstrom": [[-0.51, 0.18, -0.17], [0.35, -1.57, 0.54], [1.83, -1.68, 0.60], [2.45, -0.88, 1.74], [3.33, 0.31, 1.35], [2.67, 1.35, 0.43], [1.31, 1.65, 0.91], [-0.05, -1.79, 1.45], [-0.01, -2.29, -0.08], [2.23, -1.37, -0.37], [2.07, -2.74, 0.72], [3.07, -1.55, 2.33], [1.65, -0.56, 2.42], [4.23, -0.05, 0.86], [3.65, 0.81, 2.26], [2.59, 0.96, -0.59], [3.30, 2.24, 0.39], [1.05, 2.61, 0.72], [1.27, 1.56, 1.92], [-1.04, 0.15, -4.16], [0.38, -0.28, -2.65], [2.15, 0.39, -3.63], [0.60, -2.37, -3.00], [-0.81, -0.44, -5.05], [-0.98, 1.21, -4.41], [-2.04, -0.09, -3.82], [2.16, 0.00, -4.65], [3.03, 0.04, -3.10], [2.17, 1.48, -3.67], [0.76, -2.54, -4.06], [-0.32, -2.89, -2.70], [1.44, -2.78, -2.44], [-2.71, -0.17, 0.91], [-2.63, -1.81, 1.89], [-2.34, -3.03, 1.28], [-2.31, -4.18, 2.05], [-2.56, -4.20, 3.36], [-2.87, -3.04, 3.93], [-2.92, -1.83, 3.25], [-2.19, -3.09, 0.21], [-2.09, -5.14, 1.59], [-3.09, -3.07, 4.99], [-3.17, -0.92, 3.78], [-0.50, 4.67, -3.06], [-1.48, 3.96, -2.13], [-1.73, 4.80, -0.88], [-2.79, 3.68, -2.86], [-0.83, 2.66, -1.82], [-1.49, 1.90, -0.80], [-0.95, 5.58, -3.45], [-0.24, 4.03, -3.90], [0.41, 4.95, -2.53], [-2.01, 5.82, -1.16], [-0.83, 4.88, -0.27], [-2.55, 4.41, -0.26], [-3.29, 4.62, -3.09], [-3.49, 3.10, -2.25], [-2.62, 3.15, -3.79], [0.11, 2.84, -1.47], [-2.37, 1.58, -1.19], [-1.73, 2.47, 0.02]]
}



6.
{
  "formula": "C16H38Cl2N2P2PtS5Sb",
  "method": "ωB97M-V/def2-TZVPD",
  "total_charge": 1,
  "e_homo_ha": -0.38199,
  "orbital_gap_ev": 5.7,
  "species": ["Pt", "C", "P", "C", "C", "C", "P", "C", "C", "H", "H", "H", "H", "H", "H", "H", "H", "H", "H", "H", "H", "H", "H", "H", "H", "S", "Sb", "S", "S", "S", "Cl", "C", "Cl", "H", "H", "C", "C", "C", "C", "N", "C", "S", "N", "C", "C", "C", "C", "H", "H", "H", "H", "H", "H", "H", "H", "H", "H", "H", "H", "H", "H", "H", "H", "H", "H", "H", "H"],
  "positions_angstrom": [[-2.23, 0.31, 0.02], [0.05, 2.66, 1.36], [-1.40, 2.47, 0.31], [-1.01, 3.35, -1.22], [-2.74, 3.42, 1.11], [-4.10, 2.92, 0.61], [-4.21, 1.10, 0.84], [-5.67, 0.55, -0.06], [-4.58, 0.85, 2.58], [0.24, 3.72, 1.53], [0.92, 2.21, 0.87], [-0.11, 2.15, 2.31], [-0.59, 4.33, -0.99], [-1.92, 3.49, -1.81], [-0.30, 2.77, -1.80], [-2.62, 4.49, 0.93], [-2.64, 3.26, 2.19], [-4.22, 3.12, -0.46], [-4.92, 3.39, 1.14], [-6.52, 1.15, 0.27], [-5.84, -0.50, 0.18], [-5.53, 0.66, -1.13], [-5.53, 1.34, 2.79], [-3.79, 1.26, 3.20], [-4.66, -0.22, 2.79], [-4.51, -2.58, 3.30], [-2.68, -2.56, 2.04], [-3.16, -1.84, -0.24], [-1.59, -0.29, 2.16], [-1.04, -4.07, 2.04], [-3.08, 0.36, -2.62], [-3.12, 1.72, -3.79], [-4.22, 3.00, -3.30], [-3.48, 1.29, -4.72], [-2.12, 2.11, -3.89], [5.02, -2.89, 2.09], [3.90, -3.90, 1.90], [2.78, -3.40, 0.98], [1.96, -2.28, 1.63], [0.95, -1.74, 0.72], [1.16, -0.81, -0.19], [-0.13, -0.25, -1.21], [2.40, -0.33, -0.37], [2.79, 0.72, -1.31], [2.98, 0.25, -2.74], [4.31, -0.45, -3.02], [4.52, -1.76, -2.26], [5.84, -3.31, 2.67], [4.69, -1.99, 2.61], [5.44, -2.59, 1.12], [3.47, -4.17, 2.87], [4.30, -4.82, 1.48], [2.10, -4.21, 0.73], [3.22, -3.05, 0.04], [2.59, -1.46, 2.00], [1.42, -2.68, 2.48], [0.04, -2.19, 0.78], [3.14, -0.77, 0.16], [3.72, 1.15, -0.92], [2.03, 1.50, -1.26], [2.91, 1.13, -3.39], [2.15, -0.41, -3.02], [5.13, 0.24, -2.79], [4.38, -0.64, -4.09], [4.69, -1.60, -1.20], [5.39, -2.29, -2.64], [3.65, -2.42, -2.37]]
}



7.
{
  "formula": "C16H38F36N2OP6",
  "method": "ωB97M-V/def2-TZVPD",
  "total_charge": -4,
  "e_homo_ha": -0.14941,
  "orbital_gap_ev": 6.3,
  "species": ["C", "N", "C", "C", "C", "C", "O", "H", "H", "H", "H", "H", "H", "H", "H", "H", "H", "H", "H", "H", "H", "C", "C", "C", "C", "N", "C", "C", "C", "C", "C", "C", "C", "H", "H", "H", "H", "H", "H", "H", "H", "H", "H", "H", "H", "H", "H", "H", "H", "H", "H", "H", "H", "H", "H", "H", "H", "P", "F", "F", "F", "F", "F", "F", "P", "F", "F", "F", "F", "F", "F", "P", "F", "F", "F", "F", "F", "F", "P", "F", "F", "F", "F", "F", "F", "P", "F", "F", "F", "F", "F", "F", "P", "F", "F", "F", "F", "F", "F"],
  "positions_angstrom": [[-7.05, -22.35, 1.46], [-6.89, -21.08, 0.55], [-6.00, -21.61, -0.65], [-8.20, -20.55, -0.07], [-6.29, -19.86, 1.30], [-4.80, -20.08, 1.68], [-3.87, -19.95, 0.52], [-7.83, -22.32, 2.22], [-6.10, -22.49, 1.98], [-7.21, -23.16, 0.74], [-6.55, -22.23, -1.35], [-5.04, -22.05, -0.39], [-5.81, -20.73, -1.27], [-8.82, -20.17, 0.75], [-8.59, -21.41, -0.61], [-7.91, -19.87, -0.86], [-6.98, -19.63, 2.11], [-6.34, -19.01, 0.62], [-4.68, -21.07, 2.11], [-4.54, -19.44, 2.52], [-3.04, -19.68, 0.92], [-14.44, -22.81, -4.75], [-15.33, -21.66, -4.30], [-16.14, -21.93, -3.00], [-17.43, -22.68, -3.24], [-18.61, -22.47, -2.24], [-19.06, -20.96, -2.25], [-18.65, -20.42, -0.89], [-18.89, -21.67, 0.00], [-18.22, -22.82, -0.72], [-19.91, -23.42, -2.62], [-20.38, -23.21, -4.06], [-21.53, -24.17, -4.21], [-14.99, -23.75, -4.81], [-13.68, -23.03, -4.00], [-13.90, -22.54, -5.66], [-16.04, -21.12, -4.92], [-14.62, -20.89, -3.97], [-16.53, -20.96, -2.72], [-15.49, -22.32, -2.22], [-17.34, -23.76, -3.26], [-17.88, -22.36, -4.18], [-20.13, -20.77, -2.22], [-18.60, -20.40, -3.06], [-19.28, -19.61, -0.52], [-17.65, -19.99, -0.79], [-19.93, -21.86, 0.25], [-18.43, -21.47, 0.97], [-18.68, -23.74, -0.34], [-17.15, -22.80, -0.53], [-20.70, -23.06, -1.95], [-19.47, -24.39, -2.41], [-19.68, -23.41, -4.87], [-20.63, -22.16, -4.15], [-22.47, -23.63, -4.11], [-21.52, -24.93, -3.42], [-21.76, -24.64, -5.17], [-9.90, -16.04, -5.96], [-9.85, -14.42, -5.69], [-8.60, -16.31, -5.06], [-10.88, -16.37, -4.70], [-9.97, -17.61, -6.31], [-11.15, -15.71, -7.03], [-8.88, -15.89, -7.24], [-6.49, -24.42, 7.96], [-7.21, -24.68, 6.54], [-7.00, -25.76, 8.58], [-5.28, -25.17, 7.19], [-5.67, -23.90, 9.33], [-6.00, -22.98, 7.36], [-7.86, -23.62, 8.41], [-5.03, -13.96, 5.46], [-3.78, -12.98, 5.85], [-5.66, -13.98, 6.94], [-5.74, -12.57, 5.06], [-6.33, -14.68, 4.93], [-4.39, -13.98, 3.95], [-4.25, -15.36, 5.85], [-13.02, -20.88, 4.36], [-14.62, -21.16, 4.52], [-12.76, -22.31, 3.65], [-13.17, -20.31, 2.85], [-11.43, -20.44, 4.21], [-13.24, -19.43, 4.94], [-12.77, -21.27, 5.93], [-3.41, -27.83, -0.61], [-3.03, -26.38, -1.20], [-4.46, -27.19, 0.37], [-4.49, -28.02, -1.83], [-3.81, -29.31, -0.11], [-2.21, -28.50, -1.62], [-2.28, -27.84, 0.60], [2.88, -17.15, 1.20], [2.08, -16.00, 0.34], [4.23, -16.64, 0.47], [3.10, -16.23, 2.53], [3.94, -18.26, 1.81], [1.58, -17.84, 1.79], [2.67, -18.14, -0.11]]
}